(1)
Below is a structure of composition C24H33N7O4PRu, with properties calculated with wB97M-V/def2-TZVPD.

Results
HOMO energy (alpha / beta), eV: -12.93 / -12.80
Frontier orbital gap (alpha / beta), eV: 8.11 / 5.60
ΔE to the lowest compared entry with this formula, charge and spin, kcal/mol: 11.7
Expectation value of S²: 8.762
LUMO (alpha / beta), eV: -4.82 / -7.20
Charge: +2
Multiplicity: 6

Geometry (Å):
Ru (-0.5373, -0.2560, -0.0222)
O (1.2716, -0.0747, -1.4034)
C (1.7281, 0.9313, -2.1026)
C (2.5086, 0.6921, -3.2584)
C (2.9870, 1.7183, -4.0406)
C (2.7106, 3.0502, -3.7201)
C (1.9769, 3.3200, -2.5929)
C (1.4868, 2.2918, -1.7672)
C (0.8304, 2.6727, -0.5533)
N (0.3266, 1.9032, 0.3434)
C (-0.2510, 2.5350, 1.5203)
C (-1.7098, 2.1307, 1.6077)
N (-1.7403, 0.6826, 1.6561)
C (-2.6185, 0.0803, 2.3745)
C (-2.6408, -1.3116, 2.6795)
C (-3.7153, -1.8036, 3.4407)
C (-3.7495, -3.0995, 3.8850)
C (-2.6659, -3.9397, 3.6011)
C (-1.5975, -3.4844, 2.8700)
C (-1.5464, -2.1677, 2.3470)
O (-0.5142, -1.7928, 1.6405)
H (2.7208, -0.3346, -3.5330)
H (3.5892, 1.4936, -4.9114)
H (3.0759, 3.8526, -4.3448)
H (1.7744, 4.3482, -2.3149)
H (0.8008, 3.7527, -0.3784)
H (-0.1668, 3.6239, 1.4851)
H (0.2775, 2.1699, 2.4031)
H (-2.2361, 2.4932, 0.7171)
H (-2.1765, 2.5796, 2.4872)
H (-3.3940, 0.6766, 2.8642)
H (-4.5294, -1.1311, 3.6863)
H (-4.5825, -3.4634, 4.4693)
H (-2.6687, -4.9582, 3.9669)
H (-0.7470, -4.1277, 2.6909)
C (-5.3978, -1.5637, -1.0057)
O (-4.5669, -0.9151, -1.9939)
C (-3.3406, -0.6222, -1.6386)
O (-2.8359, -0.8847, -0.5519)
N (-2.6679, 0.0120, -2.6284)
N (-1.3611, 0.4040, -2.3742)
H (-6.2879, -1.8764, -1.5381)
H (-5.6562, -0.8571, -0.2198)
H (-4.8815, -2.4184, -0.5758)
H (-3.1184, 0.2195, -3.5056)
H (-1.2470, 1.4051, -2.4894)
H (-0.7070, -0.0784, -2.9791)
C (2.4895, -5.2195, -1.2569)
N (2.9199, -3.8751, -1.8474)
C (3.9684, -3.2569, -0.9083)
N (3.4672, -3.1614, 0.4137)
C (3.0658, -4.4718, 0.9122)
N (2.0194, -5.0471, 0.0707)
C (0.7530, -4.3300, 0.1708)
P (0.8922, -2.5456, -0.3829)
C (1.7446, -2.9701, -2.0035)
C (2.4335, -2.1509, 0.5877)
H (3.3603, -5.8750, -1.2727)
H (1.7127, -5.6316, -1.9008)
H (3.3494, -4.0339, -2.7600)
H (4.2252, -2.2747, -1.3049)
H (4.8402, -3.9109, -0.9401)
H (2.7065, -4.3812, 1.9354)
H (3.9299, -5.1380, 0.9076)
H (0.4299, -4.3393, 1.2081)
H (-0.0067, -4.8440, -0.4212)
H (2.0644, -2.0391, -2.4624)
H (1.0193, -3.4574, -2.6582)
H (2.1591, -2.0915, 1.6420)
H (2.8051, -1.1738, 0.2803)

---

(2)
Below is a structure of composition C17H39Cr2F3K3N3O20S4, with properties calculated with wB97M-V/def2-TZVPD.

Results
HOMO energy (alpha / beta), eV: -8.73 / -11.11
Frontier orbital gap (alpha / beta), eV: 5.77 / 4.04
Expectation value of S²: 24.776
LUMO (alpha / beta), eV: -2.96 / -7.06
Charge: +1
Multiplicity: 10

Geometry (Å):
Cr (1.4788, 1.7205, -4.1887)
Cr (2.5802, 0.4267, 0.0476)
K (-1.6404, 2.1927, -2.1337)
K (2.2027, -2.6681, -3.8569)
K (-2.5191, -1.4473, -3.8973)
S (-1.3654, 1.3587, -5.2511)
O (-2.4976, 1.1338, -4.4085)
O (-0.7847, 0.0107, -5.5329)
O (-1.7482, 1.9698, -6.5001)
O (-0.4005, 2.2040, -4.6692)
S (0.2721, -0.5999, -1.7671)
O (0.8322, 0.3928, -2.7075)
O (0.3230, -2.0160, -2.2441)
O (0.9141, -0.4119, -0.4546)
O (-1.1452, -0.2540, -1.6278)
S (4.1908, 0.5478, -2.8631)
O (3.6252, 0.0316, -1.5777)
O (3.3484, 1.5536, -3.4555)
O (5.4558, 1.2042, -2.6585)
O (4.2828, -0.6226, -3.7903)
C (2.3183, 5.0832, -0.8001)
F (3.4011, 5.1116, -1.5026)
F (2.5421, 5.0078, 0.5245)
F (1.6252, 6.0980, -1.2903)
S (1.3799, 3.4273, -1.2196)
O (1.3340, 3.2570, -2.6532)
O (2.0798, 2.4226, -0.4285)
O (0.0153, 3.5604, -0.7441)
O (-4.0232, -3.6584, -0.6451)
C (-3.1213, -4.1260, 0.1004)
O (-3.3413, -5.0810, 0.9887)
C (-2.1750, -5.3509, 1.6948)
C (-1.2179, -4.1754, 1.3782)
C (-1.6904, -3.7204, 0.1077)
H (-1.6894, -6.2136, 1.2387)
H (-2.4428, -5.3246, 2.7511)
H (-0.2030, -4.5717, 1.4099)
H (-1.1908, -3.2597, 1.9688)
H (-1.2029, -4.2038, -0.7390)
H (-1.4988, -2.6675, -0.0989)
C (-5.7998, -0.8261, 0.7310)
C (-5.4967, 0.0337, -0.5259)
C (-4.9821, 1.4659, -0.2016)
O (-4.7740, 2.2937, -1.3438)
C (-4.8590, 3.6847, -1.1069)
N (-4.3871, -0.6161, -1.2117)
H (-5.8856, -1.8763, 0.4521)
H (-6.6881, -0.4182, 1.2133)
H (-5.0239, -0.7135, 1.4883)
H (-6.3357, 0.3669, -1.1366)
H (-4.0956, 1.3815, 0.4270)
H (-5.7571, 1.8035, 0.4866)
H (-4.1146, 4.0553, -0.4022)
H (-5.8323, 3.8254, -0.6369)
H (-4.8151, 4.2557, -2.0344)
H (-3.5688, -0.8367, -0.6623)
H (-4.8345, -1.5151, -1.3200)
C (1.2019, 0.6999, 4.0502)
C (0.9064, 0.6410, 2.5733)
C (-0.4574, 1.2412, 2.0932)
O (-1.5983, 0.6896, 2.8186)
C (-1.9770, -0.5430, 2.2641)
N (2.0741, 1.3497, 1.9025)
H (2.1605, 0.2265, 4.2626)
H (0.4671, 0.0194, 4.4805)
H (1.1456, 1.6622, 4.5591)
H (0.9637, -0.3916, 2.2290)
H (-0.6127, 1.0682, 1.0283)
H (-0.3815, 2.3262, 2.1645)
H (-2.4442, -1.2756, 2.9223)
H (-1.1488, -1.0657, 1.7856)
H (-2.7599, -0.3631, 1.5274)
H (2.8245, 1.3030, 2.5770)
H (1.8698, 2.3376, 1.8537)
C (5.4296, -0.0070, 2.8355)
C (5.4610, -0.2413, 1.3390)
C (4.6914, -1.4768, 0.9044)
O (3.2301, -1.3102, 0.9910)
C (2.5126, -2.4501, 0.5953)
N (5.0096, 0.9595, 0.6271)
H (5.7946, 0.9822, 3.1116)
H (5.9950, -0.6810, 3.4791)
H (4.4457, -0.1321, 3.2876)
H (6.5406, -0.3499, 1.2353)
H (4.8399, -2.2949, 1.6093)
H (4.9585, -1.8609, -0.0801)
H (3.0575, -3.3546, 0.8657)
H (2.2801, -2.3309, -0.4629)
H (1.5974, -2.6354, 1.1577)
H (5.5981, 1.6708, 1.0368)
H (5.2709, 0.8803, -0.3453)

---

(3)
Below is a structure of composition C4H5BrFIN2, with properties calculated with wB97M-V/def2-TZVPD.

Results
HOMO energy, eV: -9.10
Frontier orbital gap, eV: 9.33
ΔE to the lowest compared entry with this formula, charge and spin, kcal/mol: 0.0
LUMO, eV: 0.23

Geometry (Å):
C (0.8695, 0.2747, -0.1470)
C (-1.6825, 1.1365, 0.1861)
C (1.5527, -2.0118, 0.1570)
C (-0.6595, 1.2021, -0.8837)
N (-1.9040, 2.0406, 0.9878)
N (0.7303, -0.9267, -0.1471)
F (-0.4266, 2.4372, -1.3287)
Br (2.2770, 1.3280, 0.5082)
I (-2.6485, -0.8157, 0.1857)
H (1.7390, -2.3855, 1.1429)
H (2.6023, -1.8536, -0.1465)
H (0.9633, -2.7682, -0.5536)
H (-0.8802, 0.4417, -1.7249)
H (-2.5329, 1.9006, 1.7636)

---

(4)
Below is a cluster of 2 separate species, C9H9BrO2S in total, with properties calculated with wB97M-V/def2-TZVPD.

Results
HOMO energy (alpha / beta), eV: -8.71 / -8.62
Frontier orbital gap (alpha / beta), eV: 7.82 / 7.38
ΔE to the lowest compared entry with this formula, charge and spin, kcal/mol: 55.1
LUMO (alpha / beta), eV: -0.89 / -1.24

Geometry (Å):
C (2.9019, 1.7345, 0.3665)
C (2.9759, 0.9512, 1.5067)
C (2.1524, 1.3179, -0.7246)
C (2.2790, -0.2470, 1.5745)
C (1.4595, 0.1209, -0.6659)
C (1.5454, -0.6483, 0.4781)
C (-2.4411, -0.8221, -1.0313)
C (-3.0502, -1.2682, 0.2887)
C (-1.8033, -0.4928, 0.2491)
O (0.4700, -2.8940, -0.5875)
O (0.5269, -2.7058, 1.8905)
S (0.3861, -2.0702, 0.6011)
Br (-1.4098, 1.1651, 1.0024)
H (3.4191, 2.6808, 0.3263)
H (3.5623, 1.2760, 2.3525)
H (2.0918, 1.9348, -1.6086)
H (2.3053, -0.8609, 2.4594)
H (0.8562, -0.2211, -1.4922)
H (-1.9732, -1.5795, -1.6452)
H (-2.9283, -0.0400, -1.5986)
H (-3.9591, -0.7958, 0.6392)
H (-2.9890, -2.3177, 0.5388)

---

| no. | DFT total energy (eV) |
| --- | --- |
| 1 | -55899.0665 |
| 2 | -220993.0346 |
| 3 | -88066.7996 |
| 4 | -94447.7613 |